1.
The following is a quantum chemistry calculation of a 9-piece molecular cluster, C25H50Br4O21 overall, from the Open Molecules 2025 dataset.

Structure (XYZ):
```
100
Properties=species:S:1:pos:R:3:forces:R:3
C -3.7137 3.2340 1.2747 0.509 0.491 -1.796
O -4.2579 2.1789 2.0033 -1.597 0.217 0.699
C -3.5276 1.2788 2.6031 -1.132 -0.152 1.858
O -2.3777 1.0912 2.3846 1.370 -0.877 0.125
O -4.3410 0.6897 3.5713 0.577 1.217 -2.137
C -3.7883 -0.1718 4.5107 -0.307 -1.485 1.119
H -2.9816 2.9123 0.5341 -0.085 -0.444 -0.112
H -3.1852 4.0353 1.7913 -0.357 -0.246 0.889
H -4.5703 3.6409 0.7374 0.173 0.185 0.078
H -3.4470 -1.1351 4.1315 0.998 0.423 -0.628
H -4.6116 -0.5863 5.0925 -0.447 0.701 0.193
H -3.1260 0.3240 5.2203 0.347 -0.089 -0.369
C 3.8539 3.2134 1.0375 0.895 -1.755 0.459
O 2.9968 4.1199 1.6859 1.151 1.814 0.148
C 1.7603 4.2906 1.3548 -2.849 -1.686 -1.877
O 1.1065 5.2682 1.5605 0.035 -0.070 0.177
O 1.2223 3.1151 0.7241 1.597 0.897 0.370
C -0.1121 3.0642 0.1887 0.819 0.694 0.270
H 3.7328 2.3569 1.7007 0.069 -0.971 -1.167
H 4.9236 3.4083 1.1142 -0.134 1.196 0.700
H 3.7757 3.1053 -0.0443 -1.064 -0.348 0.280
H -0.2046 3.5622 -0.7765 0.186 0.743 0.179
H -0.7423 3.5027 0.9624 -0.535 -0.386 -0.424
H -0.2889 2.0310 -0.1103 -0.164 -0.207 0.874
C -2.5327 1.4359 -4.3920 0.065 -0.193 0.154
O -1.1654 1.7412 -4.0309 0.127 0.821 0.545
C -0.4911 1.1049 -3.0873 -0.397 -2.503 -0.461
O -0.8533 0.0813 -2.5449 -0.518 0.233 0.520
O 0.7241 1.5773 -2.9599 -0.203 1.467 -0.551
C 1.7066 0.9082 -2.2100 1.125 -0.419 0.557
H -3.2318 1.0381 -3.6564 0.665 0.165 0.857
H -2.5158 0.6443 -5.1411 0.044 0.527 -0.484
H -2.9013 2.4206 -4.6796 -0.145 -0.457 -0.582
H 1.9390 -0.1088 -2.5258 -0.281 -0.041 -0.745
H 1.5508 0.7731 -1.1397 -0.610 0.729 -0.036
H 2.5829 1.5384 -2.3622 0.004 -0.192 0.221
C 1.0362 3.2994 8.5655 0.958 -0.844 -0.411
O 0.7046 3.1491 7.1613 -1.118 1.711 1.607
C 1.2041 2.1147 6.5195 2.217 0.761 0.877
O 2.2344 1.5553 6.8100 -0.328 -0.501 0.008
O 0.4722 1.9525 5.4722 -0.734 0.312 -2.517
C 1.0475 1.3096 4.3316 0.115 -1.902 -0.091
H 0.4665 4.0579 9.1022 -0.846 -0.404 -0.681
H 2.0555 3.6515 8.7241 0.286 -0.357 -0.463
H 0.9454 2.2747 8.9257 -0.023 0.394 0.863
H 2.1044 1.4045 4.0826 0.184 0.989 0.835
H 0.5151 1.5499 3.4114 -0.480 0.110 0.500
H 0.9838 0.2521 4.5879 -0.259 -0.282 -0.618
C 5.9612 0.8791 -4.3842 0.070 -1.371 1.203
O 5.5497 1.2320 -3.0157 -0.475 1.163 0.487
C 5.0251 0.4707 -2.0082 0.821 -0.493 -0.798
O 4.7473 0.8896 -0.8977 0.616 -0.647 -2.194
O 4.9509 -0.7961 -2.4805 -0.455 0.347 -0.050
C 4.7536 -1.8980 -1.5968 0.222 -0.318 0.330
H 6.4135 -0.1125 -4.3640 0.038 -0.021 0.059
H 6.7383 1.5803 -4.6884 -0.419 0.226 0.245
H 5.1407 0.8131 -5.0987 -0.214 0.447 0.346
H 4.6914 -2.8234 -2.1693 0.093 0.352 -0.464
H 3.8277 -1.8443 -1.0241 0.308 0.386 0.117
H 5.6543 -1.9571 -0.9859 -0.331 -0.085 0.466
C 0.1170 -2.9923 -3.1089 -0.064 -0.177 -0.669
O 1.5062 -3.0477 -3.5230 0.489 -0.072 0.346
C 1.7602 -3.5133 -4.7457 -2.778 0.336 -2.058
O 0.8439 -3.7926 -5.5817 4.004 0.555 2.641
O 3.1160 -3.4799 -4.9227 -1.816 -0.762 1.341
C 3.5625 -3.8977 -6.1728 0.465 0.159 -1.981
H 0.0406 -2.9314 -2.0233 0.492 -0.284 -0.123
H -0.3353 -3.8993 -3.5100 -0.397 0.249 0.254
H -0.3505 -2.0852 -3.4921 0.041 -0.196 -0.254
H 4.6371 -4.0792 -6.1926 0.019 0.378 0.640
H 3.3382 -3.0703 -6.8460 0.114 -0.257 -0.475
H 3.1450 -4.8193 -6.5784 -0.590 0.088 0.413
C -8.3845 1.7947 -1.2646 -0.317 1.356 -0.406
O -7.3784 1.1174 -0.5694 -0.404 -0.703 0.679
C -6.3463 0.6082 -1.2219 -0.205 -0.079 -1.434
O -6.2095 0.5845 -2.4367 0.255 0.006 1.630
O -5.5637 0.1410 -0.2612 1.079 -1.163 -0.151
C -4.2686 -0.3771 -0.5786 2.029 0.968 0.200
H -7.8789 2.5866 -1.8172 -0.425 0.196 -0.208
H -9.0328 2.2191 -0.4980 0.182 0.090 -0.019
H -9.0416 1.2510 -1.9433 0.522 -0.649 0.004
H -3.5449 0.4355 -0.5148 -0.180 0.748 -0.581
H -4.0371 -0.8694 -1.5231 -1.078 -0.018 -0.131
H -3.7754 -0.9438 0.2112 -1.382 -0.689 0.387
Br -1.5454 -2.6036 0.9346 -0.268 -0.406 -0.202
C -0.1747 -1.2965 1.0801 0.893 1.783 -0.244
C 1.1622 -1.6593 0.4790 1.507 -0.880 -0.174
Br 2.6408 -0.4105 0.9419 -0.796 -0.248 0.708
H -0.0844 -1.0289 2.1329 0.101 -0.293 -0.058
H -0.5181 -0.3894 0.5827 -0.307 -0.114 0.010
H 1.3581 -1.6486 -0.5932 -1.287 0.190 -0.161
H 1.5263 -2.6523 0.7429 -0.160 0.153 0.560
Br 1.1037 -5.3113 -0.2491 -1.179 -0.979 0.834
C -0.3747 -6.0399 0.9727 0.875 0.290 1.535
C 0.2485 -6.5288 2.3381 0.042 0.142 -1.794
Br -1.1746 -6.7623 3.6525 0.353 0.201 -0.290
H -0.9806 -6.8320 0.5327 0.390 0.248 -0.462
H -0.9672 -5.1552 1.2057 0.053 -0.211 -0.387
H 1.0055 -5.8072 2.6451 -0.364 -0.046 0.432
H 0.7237 -7.5018 2.2130 -0.086 0.119 0.091
```
Forces are in eV/Å.

Calculated values
- SMILES: COC(=O)OC.COC(=O)OC.COC(=O)OC.COC(=O)OC.COC(=O)OC.COC(=O)OC.COC(=O)OC.BrCCBr.BrCCBr
- Relative energy (zero: lowest compared OMol25 entry of this formula, charge and spin): 80.9 kcal/mol
- 2S+1: 1
- Gap between HOMO and LUMO: 10.35 eV


2.
The following is a quantum chemistry calculation of a 10-piece molecular cluster, C25H50O20 overall, from the Open Molecules 2025 dataset.

Structure (XYZ):
```
95
Properties=species:S:1:pos:R:3:forces:R:3
C -2.9777 0.3357 3.6448 -1.025 0.422 0.151
C -2.6826 -1.0733 4.0805 0.735 0.690 1.216
C -2.5403 -2.1317 3.0107 -0.707 0.854 -0.339
O -1.1507 -2.3309 2.8927 1.063 -0.648 -1.249
C -0.4655 -1.6173 3.8002 1.155 0.194 0.619
O 0.7368 -1.4900 3.9071 -1.475 -0.583 -0.798
O -1.3231 -1.0735 4.6253 -1.001 0.825 1.440
H -2.2711 0.7963 2.9379 -0.005 -0.358 0.462
H -3.1027 0.9730 4.5645 0.233 -0.450 -1.105
H -3.9409 0.2427 3.1247 -0.034 0.442 0.102
H -3.3961 -1.3086 4.9161 0.841 -0.222 -0.818
H -2.9788 -1.8427 2.0632 0.243 0.426 -0.371
H -3.0637 -3.0092 3.2678 -0.122 -1.449 0.556
C 3.9118 2.7710 -0.0223 1.715 0.485 -0.579
C 4.0573 2.0469 -1.3642 -1.218 0.664 0.281
C 5.3395 1.3419 -1.6239 1.921 -0.848 0.316
O 5.0235 -0.0183 -2.0422 -0.823 1.036 0.334
C 3.6741 -0.1461 -1.8612 1.470 -1.718 -1.335
O 3.0532 -1.1277 -2.1463 -0.004 -0.480 0.183
O 3.1506 0.9384 -1.4260 -1.967 1.686 1.176
H 4.3194 2.1929 0.8259 -0.373 0.015 -0.380
H 2.8621 3.0041 0.1033 0.010 0.331 0.233
H 4.5706 3.7013 -0.1115 -1.132 -0.957 0.244
H 3.7056 2.7391 -2.1494 0.433 -0.304 0.107
H 5.9367 1.2757 -0.7153 -0.080 -0.145 0.198
H 5.9912 1.7862 -2.3533 0.011 0.215 -0.598
C -0.5279 1.6173 -4.7188 -0.394 -0.163 -0.952
C -0.5228 0.1552 -5.0192 0.226 0.060 0.217
C 0.6698 -0.5684 -4.3365 -1.066 0.311 -0.559
O 0.0395 -1.7575 -3.8745 0.327 -0.886 0.439
C -1.2755 -1.6015 -3.7939 -0.428 0.880 -0.309
O -2.0140 -2.3243 -3.1893 0.185 0.313 -0.329
O -1.6675 -0.4972 -4.4833 -0.403 -0.887 1.086
H 0.4708 1.9658 -4.7444 1.103 0.720 -0.769
H -0.7478 1.7809 -3.7232 -0.741 -0.066 2.361
H -1.2403 2.2327 -5.2535 0.156 -0.043 -0.593
H -0.5766 -0.0793 -6.0756 0.388 0.179 -0.367
H 1.0503 -0.0563 -3.4212 0.183 -0.177 -1.147
H 1.3293 -0.8408 -5.1665 0.660 0.141 0.886
C 2.2977 -3.8464 2.2031 -0.691 -0.053 0.738
C 3.6615 -3.2469 2.0494 -0.670 -0.061 -0.001
C 3.8387 -2.4522 0.7717 0.077 -1.792 -1.449
O 4.2224 -1.1917 1.2060 0.093 2.180 -0.600
C 4.2361 -1.0906 2.5326 0.171 1.021 2.617
O 4.4847 -0.0988 3.2073 -0.454 -1.913 -2.035
O 3.9390 -2.2910 3.0766 -0.052 0.483 0.067
H 2.1990 -4.1568 3.2348 0.131 -0.879 0.197
H 2.0890 -4.6399 1.4786 0.279 -0.043 0.276
H 1.4657 -3.1549 2.1790 0.134 0.696 -0.597
H 4.4101 -4.0181 2.1541 0.260 -0.271 -0.076
H 2.9518 -2.4573 0.0650 0.900 0.374 1.069
H 4.6858 -2.8986 0.2376 -0.202 0.303 -0.326
C -0.0550 -1.5616 -0.4083 -0.831 1.430 0.577
C -0.3081 -0.0386 -0.1756 -0.648 -0.430 -0.409
C 0.6060 0.5733 0.8814 1.364 -0.219 -0.705
O 0.7045 1.9179 0.3817 0.457 0.407 1.125
C 0.4692 1.9979 -0.9191 0.225 -0.653 -0.402
O 0.7594 2.9733 -1.5507 -0.456 -0.233 -0.472
O -0.0694 0.8375 -1.3838 0.257 -0.209 1.217
H -0.9188 -2.0863 -0.8836 0.846 0.561 0.115
H -0.0125 -1.9139 0.6567 0.442 -0.202 -1.045
H 0.8807 -1.6165 -0.9940 -0.373 -0.512 0.466
H -1.3536 0.1902 0.1195 0.414 -0.356 -0.253
H 1.6740 0.1135 0.9241 -1.798 0.671 -0.107
H 0.1688 0.6746 1.8764 0.126 -0.520 -0.119
C 0.9677 2.1622 4.2215 -0.009 0.621 0.657
O -0.2595 2.1232 3.4910 0.211 0.391 -0.823
H 1.5150 3.1167 4.1225 -0.048 -0.498 -0.508
H 0.7754 2.1222 5.2947 -0.706 0.049 0.013
H 1.5863 1.2820 4.1007 0.343 -0.103 -0.788
H -0.2043 2.5644 2.6002 0.141 -0.314 1.503
C -1.0205 5.1778 1.2166 0.068 0.193 1.398
O -1.7072 4.0105 1.6836 0.040 0.253 -0.037
H -0.8978 5.1608 0.1725 0.160 -0.254 -1.463
H -1.5697 6.0721 1.4674 -0.279 0.356 0.105
H -0.0261 5.3030 1.6757 -0.331 -0.450 0.004
H -2.5799 4.2732 2.0099 0.463 -0.155 -0.074
C -5.0581 -0.9401 -0.9563 -0.655 -1.856 0.401
O -4.3108 -0.1489 -0.0434 0.372 0.258 -1.342
H -5.7904 -1.4208 -0.3108 -0.063 -0.495 -0.173
H -5.6783 -0.4469 -1.7130 0.480 0.689 0.059
H -4.4573 -1.7351 -1.4829 -0.414 0.809 0.595
H -3.7454 0.3213 -0.6733 0.298 0.628 0.472
C -2.8658 2.9163 -1.0848 -0.149 0.509 -0.748
O -3.5802 1.9956 -1.9249 -0.452 -0.291 -0.132
H -2.3894 2.3866 -0.2568 -0.026 -0.066 -0.118
H -2.0557 3.4092 -1.7191 -1.139 -0.315 0.981
H -3.5969 3.6176 -0.6327 0.774 -0.003 -0.324
H -4.5286 2.2180 -2.0328 1.077 0.068 0.337
C -2.7727 -5.1697 -2.8647 0.341 -0.059 0.298
O -3.5236 -4.2349 -2.0625 1.230 0.188 -0.650
H -3.0541 -6.1831 -2.4995 0.201 0.617 -0.582
H -2.9670 -5.0336 -3.9646 -0.001 -0.279 0.976
H -1.6617 -5.0259 -2.7054 -1.097 -0.223 -0.140
H -2.9965 -3.4145 -2.1984 -0.891 -0.553 0.225
```
Forces are in eV/Å.

Calculated values
- SMILES: C[C@H]1COC(=O)O1.C[C@H]1COC(=O)O1.C[C@H]1COC(=O)O1.C[C@H]1COC(=O)O1.C[C@H]1COC(=O)O1.CO.CO.CO.CO.CO
- Relative energy (zero: lowest compared OMol25 entry of this formula, charge and spin): 0.0 kcal/mol
- 2S+1: 1
- Gap between HOMO and LUMO: 9.93 eV


3.
The following is a quantum chemistry calculation of a 10-piece molecular cluster, C25H50O20 overall, from the Open Molecules 2025 dataset.

Structure (XYZ):
```
95
Properties=species:S:1:pos:R:3:forces:R:3
C 1.7563 1.2608 4.3834 -1.548 1.015 -0.923
O 1.2534 2.0007 5.5031 0.611 -0.037 -0.125
H 2.8166 1.3006 4.1338 0.327 -0.604 1.140
H 1.2054 0.3220 4.3265 0.789 -0.523 0.039
H 1.3979 1.8059 3.5102 -0.367 0.247 -0.100
H 1.0941 1.4056 6.2394 0.219 -0.063 -0.030
C 3.7947 -0.6543 1.2515 0.030 -1.304 1.326
O 3.1666 -1.8706 0.7014 0.037 1.698 -1.154
H 3.1414 0.1687 1.5412 -0.798 -0.325 -0.262
H 4.2269 -1.0171 2.1841 0.438 0.516 0.060
H 4.5627 -0.1613 0.6554 -0.001 -0.788 -0.532
H 3.1489 -2.5747 1.3538 0.118 0.452 0.337
C -4.9935 2.5482 -2.4342 -0.925 1.483 -1.936
O -6.1272 2.0563 -3.1949 1.395 2.348 1.599
H -4.1256 2.3996 -3.0766 0.725 -1.245 -0.225
H -5.0124 3.6340 -2.5271 -0.876 0.030 0.970
H -4.7779 2.1469 -1.4439 -0.373 -0.575 -0.026
H -5.9515 1.1701 -3.5196 0.090 -2.787 -0.365
C -1.0353 4.8126 4.9405 -0.849 0.655 -0.766
O -1.7621 5.5889 5.9009 0.320 -0.784 0.227
H -1.5546 3.9236 4.5825 -0.204 -0.358 0.541
H -1.1074 5.4525 4.0611 0.907 0.014 -0.146
H -0.0323 4.5292 5.2597 0.060 0.278 -0.167
H -1.6842 5.1072 6.7276 -0.192 0.160 0.253
C -1.0125 3.0797 -2.6300 -0.069 1.147 0.504
O -1.7370 1.8875 -2.8125 -0.366 -0.989 -0.255
H 0.0686 3.0346 -2.4985 0.134 -0.932 -0.208
H -1.1678 3.7720 -3.4575 -0.244 0.216 0.209
H -1.3787 3.4498 -1.6724 0.009 0.636 -0.138
H -2.0384 1.7968 -3.7194 0.483 -0.045 -0.192
C 1.5918 5.9402 -0.3657 0.196 1.501 -0.328
C 2.4571 5.6960 0.8591 -1.234 1.425 -1.908
C 1.6690 5.7044 2.1748 -0.956 -0.372 -2.506
O 2.2285 4.5594 2.7242 1.809 -1.885 2.116
C 3.1190 3.9184 1.8738 1.178 -3.489 1.224
O 3.8615 2.9423 2.0553 -2.501 2.615 0.972
O 3.0140 4.4121 0.6792 -0.016 1.001 -0.353
H 0.8094 5.2420 -0.6630 0.132 -0.509 0.914
H 2.1868 6.0561 -1.2717 0.231 0.200 0.108
H 1.0957 6.8884 -0.1586 -0.161 0.226 -0.387
H 3.2908 6.3930 0.9441 -0.006 0.227 -0.379
H 0.6117 5.5742 1.9439 -0.166 -0.873 -0.007
H 1.5779 6.6419 2.7234 1.470 -0.194 0.602
C 0.5400 -4.1463 1.8496 -0.314 0.483 1.731
C 1.3453 -4.2326 3.1811 -1.420 0.943 -1.579
C 2.0584 -5.5307 3.4635 -2.212 0.009 -1.309
O 3.2201 -5.1264 4.0551 1.820 1.608 0.747
C 3.3994 -3.7742 3.8575 3.527 1.964 2.762
O 4.3187 -3.1352 4.4367 -4.106 -2.550 -3.131
O 2.4024 -3.2700 3.0410 2.021 -0.870 1.285
H -0.4753 -4.5186 1.9864 0.211 -0.767 -0.217
H 1.0971 -4.5835 1.0209 -0.249 -0.024 0.054
H 0.3248 -3.0904 1.6859 0.490 0.143 -0.299
H 0.8127 -3.8654 4.0584 -0.565 -0.280 -0.096
H 2.2093 -5.9989 2.4908 0.384 -0.550 0.156
H 1.4266 -6.1335 4.1158 0.402 -0.280 0.012
C -2.2254 -0.0912 0.1520 -0.609 -2.412 -0.775
C -0.8982 -0.0155 0.8717 -2.143 0.516 1.141
C 0.2542 0.4372 0.0572 0.509 -0.459 0.440
O 0.5875 1.6721 0.6817 2.207 0.542 -1.777
C -0.3207 2.0881 1.5439 0.495 3.345 0.388
O -0.3424 3.2487 1.9792 -0.373 -3.401 -0.817
O -1.1376 1.0943 1.7403 -1.627 0.447 2.214
H -2.9240 -0.8178 0.5669 -0.253 0.590 1.239
H -2.1727 -0.6794 -0.7641 0.696 0.732 -0.876
H -2.6943 0.8850 0.0283 0.236 -0.174 -0.129
H -0.6721 -0.8106 1.5822 -0.105 -0.467 -0.573
H -0.0441 0.5538 -0.9847 0.404 0.256 -0.058
H 1.0308 -0.3094 0.2227 0.569 0.417 -0.562
C 2.7516 -4.2341 -4.0623 0.582 1.362 -1.651
C 1.9428 -3.9340 -2.8382 1.130 -0.468 -1.649
C 1.2180 -2.6010 -2.7141 1.440 0.905 0.839
O -0.0978 -2.9944 -2.4045 -0.639 1.273 0.518
C -0.1646 -4.3282 -2.4707 -7.990 0.629 2.940
O -1.1620 -4.9601 -2.1334 0.878 1.251 -0.481
O 0.8345 -4.8104 -2.9380 5.640 -4.145 -1.958
H 3.1953 -5.2286 -4.1083 0.028 0.213 0.356
H 3.4747 -3.4455 -4.2707 0.796 -0.209 0.789
H 2.2193 -4.0712 -4.9994 -0.923 -0.490 0.129
H 2.5761 -4.2295 -2.0017 -0.495 0.311 0.520
H 1.2703 -1.8973 -3.5449 -0.225 -0.500 -0.498
H 1.6568 -2.0554 -1.8787 -0.194 0.050 0.246
C -2.0287 -2.5141 -5.1036 0.116 -0.749 0.638
C -3.4215 -3.0087 -4.6015 1.201 1.710 -0.845
C -3.6949 -3.0991 -3.1099 2.402 -3.433 0.322
O -4.8577 -2.4400 -2.8747 -2.037 2.502 0.274
C -5.0624 -1.5644 -3.8560 1.125 -1.255 -1.847
O -5.7622 -0.5927 -3.7941 -0.293 0.895 0.166
O -4.3652 -1.9410 -4.9971 -0.974 0.093 1.918
H -1.9831 -2.0646 -6.0956 -0.740 -0.218 -0.077
H -1.3574 -3.3718 -5.1465 0.046 -0.120 0.054
H -1.5401 -1.7951 -4.4460 -0.352 0.030 0.345
H -3.6487 -3.9948 -5.0065 -0.420 0.498 -0.717
H -2.8980 -2.8615 -2.4053 0.117 0.721 -0.269
H -3.8636 -4.1566 -2.9070 -0.068 -0.025 0.240
```
Forces are in eV/Å.

Calculated values
- Net charge: +1
- 2S+1: 2
- Gap between HOMO and LUMO (spin up / spin down): 8.19 / 1.50 eV


no.,strongest force on any atom (eV/A)
1,4.83
2,2.84
3,8.54